Molecular formula: C16H39As3O2SSn
Method: DFT, ωB97M-V with the def2-TZVPD basis set

Its energy above the lowest of the compared OMol25 structures with the same formula, charge and spin is 0.00 kJ/mol. The value obtained for the HOMO energy (alpha / beta) is -0.7084 / -0.6605 hartree. The lowest unoccupied orbital energy (alpha / beta) is -12.72 / -12.72 eV. Its maximum force is 0.012 hartree/bohr. The frontier orbital gap (alpha / beta) is 0.24080 / 0.19318 Eh. Its net charge is +4.

Geometry (Å):
Sn: 0.709 -1.709 -0.497
C: 0.509 3.647 2.193
As: -0.076 3.122 0.412
C: 1.615 3.035 -0.558
C: -0.782 4.814 -0.337
C: -2.250 5.237 -0.150
C: -2.522 6.438 -1.069
C: -3.189 4.106 -0.601
As: -3.026 2.376 0.288
C: -3.757 2.508 2.080
C: -4.330 1.303 -0.670
C: -2.593 5.622 1.310
As: -2.107 7.405 1.982
C: -3.471 8.713 1.645
C: -0.354 8.082 1.570
H: 1.153 4.523 2.112
H: 1.077 2.838 2.648
H: -0.341 3.869 2.835
H: 1.997 4.047 -0.695
H: 1.476 2.578 -1.535
H: 2.334 2.469 0.031
H: -0.583 4.717 -1.408
H: -0.121 5.610 0.020
H: -2.362 6.176 -2.115
H: -1.850 7.271 -0.848
H: -3.553 6.783 -0.970
H: -3.004 3.895 -1.657
H: -4.238 4.405 -0.517
H: -4.648 3.136 2.060
H: -3.032 2.907 2.785
H: -4.041 1.505 2.397
H: -5.315 1.720 -0.454
H: -4.296 0.273 -0.324
H: -4.139 1.351 -1.739
H: -2.196 4.915 2.039
H: -3.679 5.637 1.438
H: -4.450 8.259 1.780
H: -3.350 9.084 0.625
H: -3.340 9.533 2.351
H: 0.389 7.294 1.660
H: -0.134 8.872 2.288
H: -0.361 8.506 0.564
C: 2.974 -3.560 1.135
O: 1.543 -3.217 0.904
H: 3.030 -4.147 2.047
H: 3.510 -2.625 1.269
H: 3.340 -4.125 0.284
H: 0.983 -3.889 1.321
O: 1.245 -2.800 -2.092
S: 1.992 -4.152 -2.529
C: 2.885 -3.705 -4.033
C: 2.809 -4.965 -4.918
C: 1.650 -5.876 -4.445
C: 0.774 -5.110 -3.447
H: 3.896 -3.411 -3.763
H: 2.344 -2.851 -4.445
H: 3.753 -5.503 -4.877
H: 2.669 -4.643 -5.947
H: 2.036 -6.782 -3.980
H: 1.021 -6.193 -5.274
H: 0.225 -5.749 -2.759
H: 0.106 -4.387 -3.920

***

Molecular formula: C16H39BrClN8O2P2
Method: DFT, ωB97M-V with the def2-TZVPD basis set

The value obtained for the HOMO energy is -0.3526 hartree. The lowest unoccupied orbital energy is -4.98 eV. Its maximum force is 0.139 hartree/bohr. The frontier orbital gap is 0.16951 Eh. Its net charge is +1.

Geometry (Å):
Cl: -0.143 -1.038 4.934
C: -1.377 -2.116 5.462
C: -0.964 -3.158 6.324
N: -1.823 -4.017 6.785
N: -3.058 -3.837 6.395
C: -3.565 -2.890 5.626
Br: -5.412 -2.870 5.277
C: -2.689 -1.931 5.090
H: 0.074 -3.259 6.608
H: -3.723 -4.527 6.739
H: -3.019 -1.123 4.453
O: -2.898 -1.440 1.497
P: -3.670 -0.562 0.496
N: -3.907 -1.790 -0.686
C: -4.089 -1.544 -2.103
C: -4.792 -2.871 -0.261
N: -2.314 0.420 0.085
C: -1.247 -0.159 -0.717
C: -1.794 1.058 1.285
N: -4.800 0.542 -0.333
C: -4.377 1.792 -0.958
C: -5.994 0.811 0.500
H: -5.115 -1.248 -2.356
H: -3.858 -2.456 -2.658
H: -3.418 -0.775 -2.481
H: -5.848 -2.564 -0.287
H: -4.557 -3.188 0.755
H: -4.671 -3.745 -0.904
H: -0.923 -1.139 -0.348
H: -0.380 0.504 -0.739
H: -1.553 -0.261 -1.759
H: -1.225 0.344 1.893
H: -2.614 1.447 1.900
H: -1.157 1.907 1.030
H: -3.983 2.520 -0.243
H: -5.242 2.242 -1.455
H: -3.636 1.617 -1.732
H: -5.758 1.451 1.355
H: -6.403 -0.131 0.883
H: -6.779 1.286 -0.088
O: 2.878 2.524 -0.943
P: 3.749 1.617 -1.792
N: 4.158 0.552 -0.487
C: 5.363 -0.248 -0.412
C: 3.035 -0.222 0.022
N: 5.037 2.754 -2.053
C: 5.898 3.099 -0.930
C: 4.570 3.973 -2.707
N: 4.466 0.468 -2.961
C: 5.653 0.771 -3.754
C: 3.431 -0.092 -3.858
H: 5.299 -1.172 -1.005
H: 5.544 -0.531 0.628
H: 6.245 0.296 -0.740
H: 2.781 -1.052 -0.656
H: 2.149 0.405 0.132
H: 3.258 -0.633 1.009
H: 5.337 3.361 -0.026
H: 6.537 3.943 -1.194
H: 6.579 2.280 -0.692
H: 4.055 4.646 -2.014
H: 3.877 3.731 -3.520
H: 5.414 4.504 -3.153
H: 5.504 1.596 -4.456
H: 5.922 -0.119 -4.331
H: 6.506 0.993 -3.119
H: 3.069 0.649 -4.577
H: 2.574 -0.440 -3.271
H: 3.815 -0.954 -4.406